No. 1
This record from the Open Molecules 2025 dataset describes a cluster of 2 separate species, C3H8 in total. The level of theory is ωB97M-V/def2-TZVPD.

Cartesian coordinates (Å):
C1 -0.70771 -1.88373 -1.29666
C2 -0.35448 -1.29321 -0.15876
H1 -1.56510 -1.62257 -1.92717
H2 -0.07738 -2.70414 -1.66513
H3 -0.87435 -0.45139 0.28325
H4 0.47744 -1.73822 0.37717
C3 0.63127 1.92698 0.89523
H5 0.59152 2.81163 0.22453
H6 1.06473 2.22944 1.85422
H7 1.21896 1.14334 0.39695
H8 -0.40491 1.58187 1.01637

Computed properties:
Gap between HOMO and LUMO = 11.41 eV
Energy relative to the best compared isomer or geometry (same formula, charge and spin) = 107.3 kJ/mol
LUMO = 1.241 eV
Spin multiplicity = 1
DFT total energy = -119.054617 a.u.

No. 2
This record from the Open Molecules 2025 dataset describes a structure of composition C3H8BBr2NaO3 at a distorted geometry. The level of theory is ωB97M-V/def2-TZVPD.

Cartesian coordinates (Å):
Na1 0.74293 1.25815 0.21852
C1 2.58840 0.38857 1.40523
O1 2.97467 1.05972 0.46703
O2 3.31858 -0.45698 1.98249
O3 1.39854 0.37057 1.69927
B1 0.84043 -0.07801 -1.29993
H1 1.46427 -0.74422 -1.87545
H2 1.07040 0.97053 -1.40915
H3 -0.17828 -0.20277 -1.63295
H4 0.85259 -0.32393 -0.24940
Br1 -1.89782 -2.64107 0.25309
C2 -1.48635 -0.70444 0.61684
C3 -2.28217 0.14316 -0.38367
Br2 -1.85537 2.05947 -0.24284
H5 -0.43851 -0.50776 0.39002
H6 -1.62953 -0.42860 1.66159
H7 -3.34880 0.02928 -0.19026
H8 -2.13406 -0.19160 -1.41036

Computed properties:
Gap between HOMO and LUMO = 2.59 eV
Energy relative to the best compared isomer or geometry (same formula, charge and spin) = 0.0 kJ/mol
Charge = -2
LUMO = 4.248 eV
Spin multiplicity = 1
DFT total energy = -5679.848756 a.u.